(1)
Here is C2H5ClN2 in the gas phase at a distorted geometry from the OMol25 dataset. Energies are from ωB97M-V with the def2-TZVPD basis set.

Bonds (Å) are listed after each position.
Geometry (Å):
1 N 1.1713 0.9060 -0.0016  N2 1.430, C9 1.307
2 N 1.7262 -0.4103 0.0690  N1 1.430, H5 1.025, H7 0.995
3 C -1.1166 -0.3176 0.1221  H6 1.095, H8 1.112, C9 1.600, Cl10 1.727
4 H -0.5124 1.9598 0.1167  C9 1.095
5 H 2.4612 -0.6157 -0.6150  N2 1.025
6 H -0.8307 -1.0781 -0.6116  C3 1.095
7 H 0.9010 -0.9055 -0.1848  N2 0.995
8 H -0.8996 -0.6495 1.1611  C3 1.112
9 C -0.1357 0.9393 -0.0113  N1 1.307, C3 1.600, H4 1.095
10 Cl -2.7646 0.1717 -0.0446  C3 1.727

Calculated values
Electronic energy = -17655.8064 eV
Kohn-Sham gap = 10.49 eV
2S+1 = 1
ΔE to the lowest compared entry with this formula, charge and spin = 170.6 kJ/mol
Structure (SMILES) = N/N=C\CCl
LUMO = 0.9 eV

natural (NBO) atomic charge list, values in e, 6 entries: -0.2218 -0.6445 -0.5037 0.2075 0.3680 0.2184


(2)
Here is a 3-piece molecular cluster, C5H13NO2 overall at a distorted geometry from the OMol25 dataset. Energies are from ωB97M-V with the def2-TZVPD basis set.

Bonds (Å) are listed after each position.
Geometry (Å):
1 H -1.1333 -0.8725 3.5733  C9 1.087
2 C -0.1358 -0.0368 1.9112  C9 1.457, C10 1.318, H18 1.088
3 H 1.6824 -2.0028 3.1957  C5 1.081
4 H -2.2049 0.2851 1.8514  C10 1.092
5 C 0.6799 -1.8016 3.5474  H3 1.081, H7 1.083, C9 1.324
6 H -0.8380 0.0619 -4.4024  O14 0.963
7 H 0.4763 -2.4353 4.4022  C5 1.083
8 H -0.2026 -0.6028 -5.6263  O14 0.968
9 C -0.1537 -0.8743 3.1028  H1 1.087, C2 1.457, C5 1.324
10 C -1.2317 0.4866 1.3993  C2 1.318, H4 1.092, N13 1.414
11 O 1.7506 -0.4186 -2.2147  H19 0.968, H21 0.961
12 H -0.4911 1.3243 -1.5899  C17 1.086
13 N -1.3892 1.2995 0.2530  C10 1.414, H15 1.019, C17 1.467
14 O -0.1036 -0.5006 -4.6684  H6 0.963, H8 0.968
15 H -1.8167 2.1676 0.5733  N13 1.019
16 H 0.6434 1.0156 -0.2926  C17 1.076
17 C -0.2157 1.5978 -0.5753  H12 1.086, N13 1.467, H16 1.076, H20 1.086
18 H 0.8330 0.1820 1.4660  C2 1.088
19 H 1.2628 -0.5663 -3.0372  O11 0.968
20 H 0.0478 2.6513 -0.5655  C17 1.086
21 H 2.5400 -0.9600 -2.3035  O11 0.961

Calculated values
Electronic energy = -10979.3148 eV
Kohn-Sham gap = 8.26 eV
2S+1 = 1
ΔE to the lowest compared entry with this formula, charge and spin = 247.4 kJ/mol
Structure (SMILES) = C=C/C=C/NC.O.O
LUMO = 0.5 eV

natural (NBO) atomic charge list, values in e, 6 entries: 0.1857 -0.3294 0.1853 0.1845 -0.4034 0.4789


(3)
Here is an isolated ion of composition C8H11BrN3S and charge +1 at a distorted geometry from the OMol25 dataset. Energies are from ωB97M-V with the def2-TZVPD basis set.

Bonds (Å) are listed after each position.
Geometry (Å):
1 H 0.3987 -2.5222 2.2708  C16 1.033
2 H -0.3040 3.7429 -3.1912  C7 1.108
3 C 0.0160 1.5596 -2.9208  C7 1.388, C8 1.376, Br14 1.975
4 S -0.9333 2.8602 -1.0192  C7 1.633, C23 1.723
5 H -1.1120 2.1942 1.4808  C9 1.057
6 H 1.3978 -3.8284 0.8538  C20 1.111
7 C -0.3876 2.8370 -2.5580  H2 1.108, C3 1.388, S4 1.633
8 C -0.1395 0.5677 -1.9806  C3 1.376, H11 1.029, C23 1.402
9 C -1.7912 1.3986 1.3261  H5 1.057, H15 1.136, C22 1.486, H24 1.069
10 N -0.7796 -1.8531 0.7640  C16 1.551, N18 1.161
11 H 0.1224 -0.4196 -2.1079  C8 1.029
12 H 1.3608 -0.0627 1.0617  N19 1.042
13 H 1.6197 -0.6159 2.7009  N19 1.059
14 Br 0.8579 1.0485 -4.6329  C3 1.975
15 H -2.7042 1.8689 0.8407  C9 1.136
16 C 0.6109 -1.9387 1.4457  H1 1.033, N10 1.551, N19 1.418, C20 1.476
17 H 2.6248 -2.6517 1.1604  C20 1.095
18 N -1.1301 -0.7718 0.5258  N10 1.161, C22 1.253
19 N 0.9889 -0.6333 1.8507  H12 1.042, H13 1.059, C16 1.418
20 C 1.6210 -2.7463 0.7342  H6 1.111, C16 1.476, H17 1.095, H21 1.069
21 H 1.6836 -2.5483 -0.3144  C20 1.069
22 C -1.1149 0.4726 0.3812  C9 1.486, N18 1.253, C23 1.463
23 C -0.7324 1.1564 -0.8546  S4 1.723, C8 1.402, C22 1.463
24 H -2.1737 0.8855 2.1829  C9 1.069

Calculated values
Electronic energy = -93812.7974 eV
Kohn-Sham gap = 7.97 eV
2S+1 = 1
Total charge = +1
LUMO = -4.6 eV

natural (NBO) atomic charge list, values in e, 6 entries: 0.2242 0.2941 -0.0765 0.6155 0.2550 0.2441


(4)
Here is C2H5ClO2S in the gas phase at a distorted geometry from the OMol25 dataset. Energies are from ωB97M-V with the def2-TZVPD basis set.

Bonds (Å) are listed after each position.
Geometry (Å):
1 Cl -2.5992 -1.3202 0.3242  S3 2.109
2 H 0.5229 1.3336 0.6808  C5 1.083
3 S -1.7887 0.6260 0.3739  Cl1 2.109, O4 1.441, C5 1.842
4 O -1.7724 1.1137 -0.9824  S3 1.441
5 C 0.0062 0.3827 0.7097  H2 1.083, S3 1.842, H8 1.193, C11 1.546
6 H 0.0381 -0.0953 -1.3889  C11 1.211
7 H 0.4815 -1.5283 -0.3447  C11 1.010
8 H 0.1826 0.0005 1.8259  C5 1.193
9 O 1.9890 -0.4105 -0.4565  H10 0.916, C11 1.407
10 H 2.3524 0.4230 -0.3431  O9 0.916
11 C 0.5877 -0.5252 -0.3988  C5 1.546, H6 1.211, H7 1.010, O9 1.407

Calculated values
Electronic energy = -29606.0221 eV
Kohn-Sham gap = 9.62 eV
2S+1 = 1
ΔE to the lowest compared entry with this formula, charge and spin = 49.2 kJ/mol
LUMO = -0.1 eV

natural (NBO) atomic charge list, values in e, 6 entries: -0.2754 0.2400 1.2989 -0.9073 -0.6536 0.1831


(5)
Here is C5H11N3 in the gas phase at a distorted geometry from the OMol25 dataset. Energies are from ωB97M-V with the def2-TZVPD basis set.

Bonds (Å) are listed after each position.
Geometry (Å):
1 N 0.6693 2.0279 -0.2980  H5 1.039, C10 1.390, H15 1.012
2 H 1.2242 -2.3383 -0.4259  C4 1.093
3 C -2.4870 -0.5000 0.8653  H7 1.076, C11 1.326, H18 1.077
4 C 0.6211 -1.7147 0.2398  H2 1.093, C9 1.506, H17 1.086, H19 1.091
5 H -0.3490 2.1523 -0.4656  N1 1.039
6 N 2.4667 0.5434 -0.1526  C10 1.396, H13 1.009, H16 1.011
7 H -2.2103 -1.5015 1.1447  C3 1.076
8 N -1.0029 -0.3296 -1.0438  C9 1.443, C11 1.408, H14 1.018
9 C 0.2665 -0.3792 -0.3592  C4 1.506, N8 1.443, C10 1.359
10 C 1.0861 0.7016 -0.2828  N1 1.390, N6 1.396, C9 1.359
11 C -1.8702 0.2068 -0.0724  C3 1.326, N8 1.408, H12 1.126
12 H -2.0363 1.3178 -0.1447  C11 1.126
13 H 2.7460 -0.4127 0.0083  N6 1.009
14 H -0.9400 0.2775 -1.8579  N8 1.018
15 H 1.3318 2.6734 -0.7090  N1 1.012
16 H 2.9129 1.1868 0.4867  N6 1.011
17 H -0.3032 -2.2484 0.4401  C4 1.086
18 H -3.2877 -0.0792 1.4494  C3 1.077
19 H 1.1620 -1.5841 1.1777  C4 1.091

Calculated values
Electronic energy = -9831.8996 eV
Kohn-Sham gap = 8.03 eV
2S+1 = 1
ΔE to the lowest compared entry with this formula, charge and spin = 193.6 kJ/mol
Structure (SMILES) = C=CNC(C)=C(N)N
LUMO = 0.9 eV

natural (NBO) atomic charge list, values in e, 6 entries: -0.8325 0.2033 -0.4530 -0.6393 0.3894 -0.8197


(6)
Here is a 4-piece molecular cluster, C26H21N4O13S overall from the OMol25 dataset. Energies are from ωB97M-V with the def2-TZVPD basis set.

Bonds (Å) are listed after each position.
Geometry (Å):
1 C 5.1271 1.7945 7.1072  C9 1.511, C34 1.450, O53 1.217
2 H -4.2215 -2.6156 -3.5452  C38 1.079
3 H 0.0989 -0.0845 -4.3009  C62 1.084
4 H 7.3201 4.2122 8.3679  C16 1.081
5 O 1.5939 4.5597 -0.2944  H54 0.981, C57 1.314
6 C 1.2211 -1.9908 -1.2599  C23 1.392, H42 1.083, N61 1.327
7 C -2.8523 -0.4417 -1.6621  S10 1.808, H43 1.090, C56 1.537, H60 1.087
8 H -3.3912 -6.0043 -7.2516  C29 1.081
9 C 6.1717 2.4643 7.9699  C1 1.511, C16 1.341, O26 1.322
10 S -4.2108 0.7496 -1.5876  C7 1.808, C65 1.738
11 N -7.5707 -1.0788 -1.3266  C32 1.275, N55 1.395
12 C -5.0619 -4.2326 -4.7374  C31 1.512, C38 1.456, O45 1.215
13 C 2.0171 4.0942 1.9987  C21 1.450, O25 1.212, C57 1.517
14 H -7.0969 -2.9837 -2.1305  C32 1.078
15 H 4.9401 5.4490 4.9640  O64 0.981
16 C 6.5709 3.7268 7.7588  H4 1.081, C9 1.341, C39 1.446
17 O -5.8002 -6.0264 -6.1178  C31 1.318, H40 0.976
18 C 1.7999 1.8410 2.8132  C21 1.339, O50 1.327, C63 1.508
19 O -1.4388 -4.3228 -6.5611  C35 1.220
20 H 6.1890 0.8332 8.8518  O26 0.977
21 C 2.0722 3.1253 3.0754  C13 1.450, C18 1.339, H27 1.080
22 O 1.2186 0.1606 1.2987  C63 1.226
23 C 0.0593 -1.2359 -1.1229  C6 1.392, C47 1.386, H49 1.080
24 O -1.7717 -2.6127 -4.7112  H44 0.986, C48 1.338
25 O 2.2524 5.2789 2.1048  C13 1.212
26 O 6.6474 1.6923 8.9320  C9 1.322, H20 0.977
27 H 2.3385 3.4756 4.0615  C21 1.080
28 H 2.7043 -2.5441 -2.5366  N61 1.013
29 C -3.5988 -5.2934 -6.4646  H8 1.081, C31 1.344, C35 1.442
30 H 1.0957 1.9691 -0.6302  C37 1.081
31 C -4.7855 -5.2328 -5.8374  C12 1.512, O17 1.318, C29 1.344
32 C -6.8290 -1.9817 -1.8363  N11 1.275, H14 1.078, O59 1.363
33 C 4.9174 3.8142 5.8215  C34 1.340, C39 1.513, O64 1.327
34 C 4.5210 2.5512 6.0285  C1 1.450, C33 1.340, H41 1.081
35 C -2.5562 -4.3764 -6.0747  O19 1.220, C29 1.442, C48 1.509
36 H 1.6067 0.0503 3.2999  O50 0.974
37 C 1.3627 2.3183 0.3579  H30 1.081, C57 1.345, C63 1.441
38 C -4.0049 -3.3147 -4.3384  H2 1.079, C12 1.456, C48 1.334
39 C 5.9796 4.4759 6.6720  C16 1.446, C33 1.513, O58 1.217
40 H -6.5401 -5.7755 -5.5325  O17 0.976
41 H 3.7706 2.0549 5.4286  C34 1.081
42 H 1.6459 -2.5770 -0.4545  C6 1.083
43 H -2.6525 -0.8589 -0.6750  C7 1.090
44 H -1.1042 -2.9195 -5.3692  O24 0.986
45 O -6.1664 -4.2494 -4.2314  C12 1.215
46 H -1.4610 1.2354 -1.6708  C56 1.094
47 C -0.3921 -0.5302 -2.2268  C23 1.386, C56 1.504, C62 1.420
48 C -2.8314 -3.3873 -4.9684  O24 1.338, C35 1.509, C38 1.334
49 H -0.4443 -1.2066 -0.1676  C23 1.080
50 O 1.8319 0.8904 3.7380  C18 1.327, H36 0.974
51 N 1.4899 -1.3317 -3.5065  N61 1.324, C62 1.311
52 H -1.8685 0.5751 -3.2630  C56 1.092
53 O 4.8530 0.6389 7.3712  C1 1.217
54 H 1.8368 5.3929 0.1619  O5 0.981
55 N -6.7533 0.0324 -1.1206  N11 1.395, C65 1.284
56 C -1.6385 0.3112 -2.2286  C7 1.537, H46 1.094, C47 1.504, H52 1.092
57 C 1.6327 3.6108 0.6132  O5 1.314, C13 1.517, C37 1.345
58 O 6.2689 5.6198 6.3737  C39 1.217
59 O -5.5420 -1.5737 -2.0211  C32 1.363, C65 1.353
60 H -3.1127 -1.2581 -2.3316  C7 1.087
61 N 1.8575 -1.9988 -2.4240  C6 1.327, H28 1.013, N51 1.324
62 C 0.3940 -0.6198 -3.4055  H3 1.084, C47 1.420, N51 1.311
63 C 1.4369 1.3601 1.4311  C18 1.508, O22 1.226, C37 1.441
64 O 4.4438 4.6081 4.8701  H15 0.981, C33 1.327
65 C -5.5902 -0.3069 -1.5469  S10 1.738, N55 1.284, O59 1.353

Calculated values
Electronic energy = -70706.1392 eV
Kohn-Sham gap = 6.30 eV
2S+1 = 1
ΔE to the lowest compared entry with this formula, charge and spin = 0.0 kJ/mol
Total charge = +1
LUMO = -4.9 eV

natural (NBO) atomic charge list, values in e, 6 entries: 0.5438 0.2365 0.2431 0.2515 -0.6266 0.1079